Computed, not measured: a structure of composition C55H78BrN6O5PTl, with ωB97M-V/def2-TZVPD.

Properties
Total charge: +1
Orbital gap: 7.94 eV
LUMO: -1.7207 eV

```
147
C55H78BrN6O5PTl (ωB97M-V/def2-TZVPD)
Tl -0.24 0.48 0.27
C 4.16 -0.27 -3.81
N 3.54 0.67 -2.88
C 4.16 1.98 -2.77
C 2.41 0.40 -2.19
O 1.87 1.21 -1.45
C 1.78 -0.99 -2.32
O 1.39 -1.43 -1.04
C 2.48 -1.77 -0.21
C 1.94 -1.98 1.20
O 0.91 -1.42 1.53
N 2.66 -2.75 2.05
C 3.87 -3.49 1.74
C 2.24 -2.83 3.44
H 5.00 0.23 -4.29
H 3.47 -0.59 -4.59
H 4.56 -1.15 -3.29
H 5.20 1.88 -2.47
H 3.63 2.57 -2.02
H 4.12 2.50 -3.72
H 2.45 -1.71 -2.80
H 0.87 -0.91 -2.91
H 3.20 -0.95 -0.16
H 2.99 -2.65 -0.61
H 4.03 -3.59 0.67
H 3.79 -4.49 2.17
H 4.75 -3.00 2.18
H 1.41 -2.16 3.61
H 3.07 -2.55 4.09
H 1.94 -3.85 3.68
C 0.59 -4.43 -2.64
C -0.85 -4.25 -2.17
C -1.76 -5.30 -2.82
C -1.40 -2.86 -2.46
C -2.16 -2.20 -1.51
C -2.81 -0.99 -1.77
C -3.81 -0.60 -0.69
C -4.17 0.87 -0.52
C -5.10 -1.42 -0.88
C -2.61 -0.36 -3.01
C -1.93 -1.08 -4.02
C -1.33 -2.29 -3.72
C -2.01 -0.70 -5.49
C -3.10 -1.53 -6.17
C -0.69 -0.91 -6.25
C -3.31 0.94 -3.36
C -4.57 0.73 -3.94
C -5.40 1.77 -4.32
C -4.97 3.07 -4.15
C -3.72 3.30 -3.60
C -2.86 2.27 -3.18
P -1.23 2.77 -2.41
C -0.22 3.33 -3.91
C 0.22 2.03 -4.59
C 1.06 4.01 -3.39
C -0.90 4.19 -4.97
C -1.56 4.37 -1.38
C -0.36 4.46 -0.42
C -1.69 5.72 -2.09
C -2.81 4.18 -0.51
H 0.94 -5.44 -2.41
H 1.25 -3.72 -2.13
H 0.69 -4.28 -3.71
H -0.88 -4.39 -1.09
H -1.74 -5.20 -3.91
H -2.79 -5.18 -2.49
H -1.43 -6.31 -2.56
H -2.30 -2.65 -0.54
H -3.36 -0.92 0.26
H -4.84 1.23 -1.30
H -3.27 1.48 -0.54
H -4.66 1.02 0.44
H -5.61 -1.12 -1.79
H -5.78 -1.26 -0.04
H -4.88 -2.49 -0.94
H -0.82 -2.83 -4.52
H -2.31 0.34 -5.57
H -2.88 -2.60 -6.08
H -3.17 -1.29 -7.23
H -4.08 -1.36 -5.72
H -0.54 -1.97 -6.48
H 0.17 -0.56 -5.70
H -0.72 -0.38 -7.21
H -4.91 -0.29 -4.07
H -6.37 1.56 -4.75
H -5.59 3.90 -4.44
H -3.40 4.32 -3.47
H 0.64 1.33 -3.86
H 0.97 2.24 -5.35
H -0.63 1.55 -5.08
H 1.49 3.44 -2.57
H 0.89 5.03 -3.05
H 1.80 4.06 -4.20
H -1.80 3.71 -5.36
H -0.21 4.32 -5.81
H -1.16 5.18 -4.61
H 0.56 4.75 -0.93
H -0.17 3.51 0.10
H -0.57 5.21 0.35
H -0.82 5.99 -2.68
H -1.80 6.49 -1.31
H -2.57 5.79 -2.72
H -2.69 3.33 0.16
H -3.72 4.04 -1.10
H -2.94 5.07 0.11
O -3.85 -1.80 6.00
C -3.11 -1.37 4.96
C -2.33 -2.21 4.17
C -1.60 -1.65 3.14
N -1.61 -0.35 2.86
C -2.34 0.43 3.63
Br -2.30 2.28 3.25
C -3.11 -0.01 4.70
H -3.79 -2.76 6.08
H -2.30 -3.28 4.36
H -0.98 -2.27 2.50
H -3.68 0.68 5.31
C 5.36 -2.71 10.06
C 4.28 -1.96 9.32
C 4.06 -2.15 7.96
C 3.05 -1.47 7.29
C 2.25 -0.55 7.97
N 1.21 0.16 7.33
C 1.15 0.64 6.04
O 0.09 0.90 5.50
N 2.38 0.85 5.45
C 2.64 1.04 4.10
C 3.96 0.96 3.67
C 4.25 1.10 2.33
C 3.21 1.32 1.45
N 1.94 1.42 1.84
C 1.66 1.30 3.14
C 2.46 -0.37 9.34
C 3.45 -1.07 10.00
H 6.02 -3.23 9.36
H 4.93 -3.45 10.73
H 5.97 -2.03 10.66
H 4.68 -2.85 7.42
H 2.88 -1.67 6.24
H 0.34 0.26 7.84
H 3.18 0.71 6.04
H 4.75 0.77 4.39
H 5.27 1.05 1.97
H 3.38 1.43 0.38
H 0.62 1.39 3.43
H 1.83 0.33 9.88
H 3.59 -0.92 11.06
```

Computed, not measured: a structure of composition C35H31N4O6S2Ti in a non-equilibrium geometry, with ωB97M-V/def2-TZVPD.

Properties
Total charge: +2
2S+1: 2
Orbital gap (alpha / beta): 6.81 / 6.77 eV
LUMO (alpha / beta): -5.7999 / -5.8458 eV

```
79
C35H31N4O6S2Ti (ωB97M-V/def2-TZVPD)
Ti 0.03 -0.68 -0.54
O 0.79 0.87 3.97
C 0.83 -0.02 2.99
O 0.16 -1.02 2.93
C 1.89 0.30 1.98
C 3.04 0.97 2.38
C 4.09 1.11 1.49
C 3.96 0.57 0.23
C 2.78 -0.06 -0.11
N 1.74 -0.19 0.74
C 2.60 -0.71 -1.46
O 3.41 -0.59 -2.33
O 1.46 -1.39 -1.55
H 0.16 0.57 4.65
H 3.11 1.35 3.39
H 5.00 1.62 1.79
H 4.75 0.62 -0.52
O -1.52 -0.86 -1.97
S -2.51 -0.29 -2.99
C -4.03 -1.22 -2.70
C -4.35 -1.49 -1.23
C -3.72 -2.79 -0.71
C -3.54 -2.80 0.81
S -1.90 -2.44 1.46
O -1.44 -1.17 0.70
C -0.93 -3.75 0.77
C -0.43 -3.68 -0.53
C 0.34 -4.73 -1.00
C 0.59 -5.83 -0.19
C 0.10 -5.88 1.11
C -0.65 -4.82 1.61
C -2.98 1.33 -2.41
C -3.25 2.27 -3.40
C -3.63 3.55 -3.03
C -3.75 3.87 -1.69
C -3.47 2.93 -0.71
C -3.08 1.65 -1.06
H -3.92 -2.14 -3.27
H -4.80 -0.62 -3.19
H -5.43 -1.54 -1.12
H -4.03 -0.64 -0.62
H -2.76 -2.96 -1.20
H -4.34 -3.64 -0.99
H -3.75 -3.78 1.25
H -4.20 -2.09 1.31
H -0.68 -2.86 -1.19
H 0.74 -4.69 -2.00
H 1.19 -6.65 -0.57
H 0.31 -6.73 1.74
H -1.01 -4.83 2.63
H -3.14 2.01 -4.45
H -3.83 4.29 -3.79
H -4.05 4.88 -1.40
H -3.56 3.19 0.34
H -2.84 0.92 -0.31
N -0.17 5.07 -4.93
C -0.66 6.33 -5.22
C -0.68 7.09 -6.39
C -1.27 8.33 -6.30
C -1.82 8.81 -5.09
C -1.79 8.06 -3.94
C -1.19 6.80 -4.01
N -1.02 5.85 -3.02
C -0.40 4.86 -3.60
C -0.07 3.63 -2.89
C -0.14 3.61 -1.50
C 0.07 2.43 -0.83
N 0.33 1.28 -1.46
C 0.47 1.30 -2.80
C 0.27 2.44 -3.55
H 0.37 4.50 -5.56
H -0.26 6.73 -7.32
H -1.32 8.95 -7.18
H -2.27 9.79 -5.08
H -2.20 8.43 -3.01
H -0.38 4.52 -0.97
H -0.01 2.39 0.25
H 0.71 0.36 -3.27
H 0.35 2.38 -4.62
```

Computed, not measured: a cluster of 2 separate species, C3H7NS in total in a non-equilibrium geometry, with ωB97M-V/def2-TZVPD.

Properties
Orbital gap (alpha / beta): 8.14 / 8.50 eV
LUMO (alpha / beta): 0.1441 / 0.6220 eV

```
12
C3H7NS (ωB97M-V/def2-TZVPD)
C 1.81 0.68 0.51
C 0.95 1.21 -0.31
C -1.50 -0.08 -0.02
N -0.68 -0.34 -1.08
S 0.00 -1.79 -1.22
H 2.77 1.11 0.73
H 1.66 -0.27 0.90
H 0.59 2.17 -0.38
H -2.42 -0.51 -0.41
H -1.28 -0.73 0.90
H -1.63 0.92 0.28
H -0.25 -2.38 0.09
```

Computed, not measured: a cluster of 22 separate species, C22H88O22 in total in a non-equilibrium geometry, with ωB97M-V/def2-TZVPD.

Properties
Orbital gap: 9.22 eV
LUMO: -0.3250 eV

```
132
C22H88O22 (ωB97M-V/def2-TZVPD)
C 12.79 -9.33 7.85
O 11.60 -8.51 7.95
H 13.43 -8.91 7.07
H 13.34 -9.34 8.80
H 12.42 -10.34 7.68
H 11.85 -7.81 8.56
C 11.61 -11.62 11.08
O 12.63 -11.53 12.08
H 12.06 -12.00 10.16
H 10.74 -12.25 11.26
H 11.21 -10.61 10.95
H 13.38 -11.04 11.75
C 17.22 -2.20 10.10
O 16.07 -2.78 9.52
H 17.89 -1.70 9.41
H 17.00 -1.52 10.93
H 17.76 -2.97 10.64
H 16.28 -3.01 8.61
C 13.27 0.51 4.50
O 12.48 -0.55 4.98
H 12.56 1.28 4.20
H 13.89 0.92 5.29
H 13.88 0.26 3.64
H 13.06 -1.17 5.44
C 16.84 -9.55 8.08
O 15.75 -10.39 8.47
H 16.80 -8.54 8.49
H 17.73 -10.12 8.34
H 16.83 -9.31 7.02
H 15.61 -10.33 9.42
C 14.57 -8.98 11.70
O 15.02 -10.21 11.25
H 14.67 -8.78 12.77
H 15.12 -8.16 11.24
H 13.50 -8.85 11.49
H 15.95 -10.23 11.49
C 12.61 0.73 10.77
O 11.91 -0.44 10.91
H 12.00 1.58 11.06
H 13.53 0.81 11.36
H 12.84 0.92 9.72
H 12.58 -1.10 11.11
C 9.99 -4.66 6.78
O 9.05 -3.65 6.55
H 9.54 -5.57 7.18
H 10.36 -4.99 5.81
H 10.85 -4.25 7.30
H 8.71 -3.35 7.39
C 10.02 -9.10 5.08
O 10.10 -10.08 6.09
H 9.77 -8.09 5.40
H 10.96 -9.06 4.53
H 9.27 -9.43 4.37
H 10.71 -9.72 6.74
C 13.82 -6.40 4.29
O 14.99 -5.80 3.81
H 13.42 -7.12 3.58
H 14.04 -7.02 5.15
H 13.08 -5.64 4.55
H 15.75 -6.38 3.91
C 16.67 -4.18 6.31
O 16.91 -2.90 6.89
H 16.06 -4.72 7.02
H 16.22 -4.19 5.32
H 17.61 -4.74 6.38
H 17.32 -2.35 6.22
C 14.49 -10.87 5.18
O 15.14 -11.75 6.09
H 14.36 -11.30 4.18
H 13.50 -10.67 5.58
H 15.00 -9.91 5.18
H 15.17 -11.26 6.92
C 16.55 -4.37 14.63
O 16.16 -3.36 15.52
H 16.61 -3.95 13.63
H 17.52 -4.79 14.88
H 15.78 -5.13 14.51
H 15.94 -3.83 16.33
C 10.41 -3.71 10.65
O 11.69 -4.26 10.53
H 10.35 -2.75 10.14
H 9.67 -4.38 10.22
H 10.15 -3.44 11.68
H 12.32 -3.63 10.88
C 18.09 -6.23 9.71
O 19.47 -6.17 9.95
H 17.47 -5.35 9.88
H 18.03 -6.47 8.65
H 17.69 -7.04 10.31
H 19.80 -5.32 9.63
C 14.24 -3.04 12.31
O 13.79 -2.59 11.06
H 13.41 -3.39 12.94
H 14.98 -3.83 12.22
H 14.69 -2.21 12.85
H 14.57 -2.58 10.51
C 9.04 -7.01 15.21
O 9.89 -6.81 14.07
H 9.60 -7.22 16.11
H 8.41 -6.13 15.34
H 8.34 -7.84 15.07
H 9.51 -7.12 13.25
C 13.52 -1.84 7.77
O 14.20 -1.89 6.52
H 14.07 -1.34 8.57
H 12.47 -1.56 7.71
H 13.48 -2.88 8.09
H 15.06 -2.30 6.66
C 14.05 -6.05 8.66
O 12.95 -6.47 9.48
H 14.44 -6.85 8.03
H 13.66 -5.23 8.05
H 14.87 -5.72 9.30
H 12.63 -5.74 10.01
C 9.80 -7.43 10.74
O 8.94 -8.12 11.71
H 10.15 -6.47 11.13
H 10.73 -7.97 10.61
H 9.26 -7.34 9.80
H 8.75 -8.97 11.29
C 11.97 -4.50 15.55
O 12.31 -5.73 14.95
H 11.75 -4.64 16.61
H 12.75 -3.75 15.40
H 10.97 -4.20 15.22
H 11.51 -6.08 14.55
C 18.39 -7.34 5.15
O 17.44 -7.10 4.11
H 17.90 -7.40 6.13
H 18.84 -8.29 4.87
H 19.16 -6.58 5.26
H 17.91 -7.07 3.27
```

Computed, not measured: a cluster of 2 separate species, C7H18N2O in total in a non-equilibrium geometry, with ωB97M-V/def2-TZVPD.

Properties
Structure (SMILES): CC(C)[C@@H](O)N(C)N.C=C
Orbital gap: 8.56 eV
LUMO: 0.8625 eV

```
28
C7H18N2O (ωB97M-V/def2-TZVPD)
C 1.35 -0.55 -1.56
C 0.83 -1.15 -0.26
C 1.88 -1.30 0.83
C -0.84 -0.77 0.53
O -0.75 -0.25 1.76
N -1.62 -0.02 -0.39
C -2.20 -0.71 -1.52
N -2.43 1.04 0.08
H 0.65 0.20 -1.93
H 2.34 -0.11 -1.46
H 1.45 -1.32 -2.33
H 0.50 -2.16 -0.52
H 2.36 -0.35 1.09
H 2.68 -1.97 0.49
H 1.46 -1.72 1.74
H -1.17 -1.81 0.60
H -0.13 0.58 1.75
H -1.64 -1.61 -1.78
H -3.24 -0.97 -1.34
H -2.14 -0.03 -2.38
H -2.94 0.74 0.91
H -1.81 1.79 0.36
C 1.05 1.92 0.25
C 0.71 2.14 1.53
H 2.03 1.55 0.00
H 0.38 2.11 -0.57
H 1.43 2.03 2.33
H -0.19 2.70 1.78
```

no.,electronic energy (eV)
1,-161502.668
2,-99820.381
3,-15544.129
4,-69276.534
5,-12574.960